A molecular structure, C47H57AsN3O7PRuS, computed with wB97M-V/def2-TZVPD.

Geometry as XYZ:
```
118
Properties=species:S:1:pos:R:3:forces:R:3:lowdin_charge:R:1
Ru 0.094053 0.011517 0.514987 -0.5 -0.2 0.1 1.41
O -1.742856 -1.913748 0.385966 0.1 0.0 0.0 -0.09
C -1.137582 -3.148244 0.015693 0.1 -0.1 -0.1 -0.32
C 0.273305 -2.897872 -0.618611 -0.2 -0.3 0.1 -0.57
O 0.944532 -3.860885 -0.950680 -0.1 0.0 -0.1 0.07
O 0.562870 -1.670003 -0.832961 0.1 0.6 0.0 -0.22
C -1.935469 -3.748695 -1.136262 -0.1 0.0 0.1 -0.12
C -2.628504 -2.914198 -2.001696 0.0 0.0 0.0 -0.01
C -3.317354 -3.438975 -3.084094 0.0 0.0 -0.1 -0.09
C -3.311598 -4.804479 -3.319737 0.0 0.0 0.0 -0.11
C -2.603162 -5.640611 -2.468458 0.0 0.0 0.0 -0.08
C -1.916221 -5.117109 -1.386262 0.0 0.1 0.0 -0.01
C -1.133395 -4.078221 1.223922 0.1 0.0 0.0 -0.14
C -0.053965 -4.876078 1.585625 0.0 0.2 0.0 -0.01
C -0.134628 -5.693745 2.702201 0.0 -0.1 0.1 -0.08
C -1.287183 -5.732092 3.469507 0.0 0.0 0.0 -0.10
C -2.368715 -4.941325 3.111505 0.0 0.0 0.0 -0.08
C -2.291260 -4.124332 1.996953 0.0 -0.1 0.0 -0.02
H -1.561213 -1.753962 1.340236 -0.1 0.0 0.0 0.04
H -2.613236 -1.849857 -1.828905 0.0 0.0 0.0 0.08
H -3.854691 -2.773761 -3.749756 0.0 0.0 0.0 0.09
H -3.849271 -5.215370 -4.164389 0.0 0.0 0.0 0.09
H -2.583440 -6.707803 -2.648348 0.0 0.0 0.0 0.10
H -1.357112 -5.770787 -0.732167 0.0 0.0 0.0 0.12
H 0.849899 -4.840571 0.995899 0.0 0.0 0.0 0.10
H 0.721365 -6.298498 2.977613 0.0 0.0 0.0 0.10
H -1.339072 -6.363482 4.347846 0.0 0.0 0.0 0.09
H -3.274669 -4.952712 3.704743 0.0 0.0 0.0 0.10
H -3.140055 -3.511089 1.723479 0.0 0.0 0.0 0.12
O 0.872495 0.791625 2.617816 0.0 0.1 -0.3 -0.49
S 0.438782 -0.556736 3.167684 0.2 0.0 0.3 0.25
O 0.465270 -0.580038 4.602695 0.0 0.0 0.1 -0.31
O 1.285438 -1.567457 2.507602 0.0 -0.1 0.0 -0.41
O -0.950777 -0.718174 2.597530 0.0 0.1 -0.2 -0.44
N 2.031815 2.920194 1.304724 -0.1 0.0 0.2 -0.02
C 2.613583 4.110904 1.495966 0.1 0.1 0.1 -0.11
C 2.878202 4.637006 0.247754 0.0 0.0 0.1 -0.09
C 2.406398 3.660500 -0.642795 0.0 -0.1 0.1 -0.19
N 1.892941 2.626856 0.011220 0.0 -0.2 -0.1 0.01
H 1.722644 2.228972 2.000055 0.0 0.1 -0.1 0.09
H 2.807808 4.481702 2.486953 0.0 0.0 0.0 0.12
H 3.342642 5.578289 0.017009 0.0 0.1 0.0 0.08
H 2.425059 3.656767 -1.720275 0.0 0.0 -0.1 0.10
C -1.126909 3.916326 -1.914810 0.0 0.0 0.0 -0.10
C -1.889944 3.955570 -0.583188 0.0 0.0 0.0 -0.58
C -0.869170 4.328836 0.508063 0.0 0.0 0.0 -0.10
C -2.950041 5.059025 -0.655138 0.0 0.0 0.0 -0.08
P -2.499605 2.194489 -0.244803 -0.2 0.2 -0.1 0.89
N -1.266769 1.280703 0.036509 0.3 -0.1 0.0 -0.37
C -3.414757 1.537480 -1.767097 0.0 0.1 0.0 -0.59
C -2.367702 1.027465 -2.769868 0.1 -0.1 0.1 -0.10
C -4.351807 2.521488 -2.474102 0.0 0.0 0.0 -0.08
C -4.240462 0.316616 -1.342776 0.0 0.0 0.0 -0.10
C -3.681177 2.239862 1.224287 0.0 0.0 0.0 -0.59
C -3.849029 0.830093 1.810197 0.1 0.0 0.0 -0.08
C -5.059482 2.836749 0.924303 0.0 0.0 0.0 -0.08
C -3.021642 3.067536 2.336028 0.0 0.0 0.0 -0.09
H -0.582570 4.856504 -2.028394 0.0 0.0 0.0 0.08
H -1.788692 3.816282 -2.772468 0.0 0.0 0.0 0.06
H -0.400834 3.102839 -1.919319 0.0 0.0 0.0 0.07
H -0.112456 4.990637 0.084741 0.0 0.0 0.0 0.08
H -0.360073 3.446945 0.887670 0.0 0.0 0.0 0.04
H -1.333878 4.851912 1.339947 0.0 0.0 0.0 0.07
H -2.454843 5.987189 -0.954568 0.0 0.0 0.0 0.09
H -3.411868 5.241151 0.314549 0.0 0.0 0.0 0.06
H -3.737174 4.858974 -1.379537 0.0 0.0 0.0 0.06
H -1.870100 1.831465 -3.304525 0.0 0.0 0.0 0.06
H -2.872828 0.402818 -3.510597 0.0 0.0 0.0 0.08
H -1.609078 0.423903 -2.267971 0.0 0.0 0.0 0.06
H -3.816695 3.347362 -2.940096 0.0 0.0 0.0 0.06
H -5.109324 2.931564 -1.806820 0.0 0.0 0.0 0.06
H -4.873843 1.983505 -3.270624 0.0 0.0 0.0 0.09
H -3.650482 -0.378200 -0.747065 0.0 0.0 0.0 0.06
H -4.572983 -0.206423 -2.243062 0.0 0.0 0.0 0.09
H -5.132140 0.594432 -0.785310 0.0 0.0 0.0 0.06
H -4.428164 0.164072 1.178457 0.0 0.0 0.0 0.06
H -4.382008 0.927641 2.759436 0.0 0.0 0.0 0.09
H -2.881318 0.379916 2.023988 0.0 -0.1 0.0 0.05
H -5.661360 2.187351 0.291918 0.0 0.0 0.0 0.06
H -5.009808 3.820959 0.458863 0.0 0.0 0.0 0.06
H -5.592635 2.947860 1.872420 0.0 0.0 0.0 0.09
H -2.001109 2.733874 2.524743 0.0 0.0 0.0 0.09
H -3.594848 2.919723 3.253049 0.0 0.0 0.0 0.09
H -3.023436 4.133144 2.117953 0.0 0.0 0.0 0.06
C 5.796764 1.868761 3.172219 0.0 0.0 0.0 -0.10
C 5.061673 0.767144 3.583425 0.0 0.0 0.0 -0.08
C 4.248016 0.093262 2.684949 -0.1 0.0 0.0 -0.10
C 4.164760 0.504732 1.356603 0.0 0.1 0.0 -0.34
C 4.884205 1.629171 0.961424 0.0 0.0 -0.1 -0.13
C 5.699105 2.301748 1.859881 0.0 0.0 0.0 -0.10
As 2.883059 -0.390454 0.176206 0.2 0.1 -0.1 1.34
C 3.490311 0.199653 -1.588981 -0.1 0.0 0.1 -0.39
C 2.510137 0.527552 -2.519361 -0.1 0.0 0.1 -0.12
C 2.858535 0.937710 -3.799240 0.0 0.0 0.0 -0.09
C 4.194671 1.022951 -4.161238 0.0 0.0 0.0 -0.10
C 5.179536 0.685331 -3.243603 0.0 0.0 0.0 -0.09
C 4.827558 0.270001 -1.968092 0.0 0.0 0.1 -0.13
C 3.584871 -2.216426 0.149419 0.0 0.0 -0.1 -0.33
C 3.610993 -2.988882 1.306249 -0.1 0.0 0.1 -0.11
C 4.049475 -4.304126 1.261887 0.0 0.0 0.0 -0.09
C 4.453473 -4.870997 0.063455 0.0 0.0 0.0 -0.10
C 4.408195 -4.114942 -1.095190 0.0 0.0 0.0 -0.09
C 3.974332 -2.798510 -1.053527 0.0 0.0 0.0 -0.11
H 6.429419 2.396054 3.875546 0.0 0.0 0.0 0.09
H 5.105359 0.436281 4.612845 0.0 0.0 0.0 0.10
H 3.640007 -0.729696 3.034819 0.0 0.0 0.0 0.08
H 4.793670 2.006793 -0.048573 0.0 0.0 0.0 0.09
H 6.245303 3.177967 1.531668 0.0 0.0 0.0 0.10
H 1.462456 0.453434 -2.241329 0.1 0.0 0.0 0.08
H 2.083639 1.184831 -4.514176 0.0 0.0 0.0 0.10
H 4.469245 1.343157 -5.158545 0.0 0.0 0.0 0.09
H 6.224425 0.739669 -3.523144 0.0 0.0 0.0 0.10
H 5.602222 -0.008473 -1.261739 0.0 0.0 0.0 0.11
H 3.230886 -2.589310 2.234160 0.0 0.0 0.0 0.07
H 4.054172 -4.892085 2.171425 0.0 0.0 0.0 0.10
H 4.782608 -5.902445 0.030304 0.0 0.0 0.0 0.09
H 4.689451 -4.553848 -2.044545 0.0 0.0 0.0 0.10
H 3.916857 -2.239010 -1.977944 0.0 0.0 0.0 0.10
```
Forces are in eV/Å.

Computed properties:
Energy relative to the best compared isomer or geometry (same formula, charge and spin) (kJ/mol): 0.0
Total charge: -1
M (Da): 1015.02
Electronic energy (eV): -152013.7112
LUMO (alpha / beta) (eV): 2.3 / 2.1
Multiplicity: 6